(1)
15
Properties=species:S:1:pos:R:3:forces:R:3:nbo_charge:R:1 method="wB97M-V/def2-TZVPD" homo_lumo_gap_ha=0.308 e_lumo_ev=-0.404
O 2.477 -0.699 1.406 3.8 -2.5 0.3 -0.961
O -1.945 0.880 -0.214 -2.8 1.4 0.8 -0.950
O 0.612 0.211 1.323 -4.7 4.3 8.5 -0.805
O 0.048 -0.032 -0.639 0.6 2.3 0.0 -0.943
O -0.053 -1.018 -2.449 -0.9 -3.2 -6.4 -1.016
H -0.577 0.693 -0.664 0.9 -0.7 -0.3 0.464
H 1.571 -0.466 1.202 4.0 -1.2 -0.4 0.427
H 0.191 -0.502 1.803 -0.5 -0.4 0.9 0.517
H -2.178 1.218 -1.079 -0.3 0.2 -0.4 0.495
H -2.760 0.513 0.128 -0.3 -0.2 0.2 0.498
H 0.187 -0.606 -1.619 0.7 -0.3 -0.2 0.444
H 0.071 0.978 1.510 -0.3 0.8 0.0 0.529
H -0.972 -1.263 -2.338 0.0 -0.2 -0.1 0.420
H 0.375 -0.036 0.260 -0.3 -0.5 -2.8 0.430
H 2.953 0.131 1.370 0.1 0.0 0.0 0.451

(2)
35
Properties=species:S:1:pos:R:3:forces:R:3:nbo_charge:R:1 method="wB97M-V/def2-TZVPD" smiles="CCCNC(=O)c1csc2c1CCCCC2" homo_lumo_gap_ha=0.341 e_lumo_ev=0.702
S -1.541 -1.036 2.035 0.3 0.2 -0.6 0.441
O 1.392 1.153 -1.224 -0.1 0.2 -0.2 -0.629
N 2.544 -0.054 0.297 0.2 -0.1 0.2 -0.605
C -1.012 -0.513 -0.427 0.0 -0.1 0.0 -0.044
C -3.451 0.707 -1.409 -0.1 0.0 -0.2 -0.406
C 1.399 0.379 -0.286 0.2 -0.3 0.2 0.672
C -2.162 0.769 -2.237 0.0 0.0 0.1 -0.382
C 3.845 0.458 -0.060 0.1 0.2 0.1 -0.226
C 5.831 1.823 0.676 -0.2 -0.1 0.1 -0.605
C -1.165 -0.347 -1.904 0.0 0.1 -0.2 -0.438
C 0.017 -0.430 1.650 -0.3 -0.1 0.1 -0.403
C 0.166 -0.192 0.315 -0.3 0.0 0.3 -0.165
C -3.388 -1.438 -0.014 -0.1 -0.2 -0.1 -0.443
C 4.467 1.275 1.073 0.1 -0.1 -0.3 -0.398
C -2.013 -0.990 0.363 0.2 0.0 0.5 -0.161
C -3.977 -0.720 -1.242 -0.1 0.2 0.1 -0.395
H -0.201 -0.097 -2.344 -0.1 -0.1 -0.1 0.250
H 0.711 -0.247 2.448 0.2 0.1 0.1 0.231
H -1.504 -1.292 -2.335 0.0 0.0 0.0 0.202
H 3.796 2.099 1.323 -0.1 0.0 0.0 0.205
H 6.262 2.400 1.490 0.1 0.1 0.0 0.212
H -4.037 -1.264 0.849 0.0 -0.1 0.0 0.216
H -1.680 1.733 -2.069 0.0 0.0 -0.1 0.216
H 4.505 -0.376 -0.324 0.0 0.1 0.0 0.187
H 2.490 -0.689 1.078 -0.1 0.0 -0.1 0.394
H 5.741 2.469 -0.194 0.0 0.1 -0.1 0.207
H -3.381 -2.519 -0.191 -0.1 0.0 0.1 0.220
H -2.408 0.700 -3.299 0.0 0.1 0.0 0.199
H 3.698 1.086 -0.942 0.1 -0.1 0.0 0.234
H -5.062 -0.698 -1.125 0.0 -0.1 -0.1 0.212
H 6.513 1.011 0.431 0.1 0.0 0.0 0.201
H -3.280 1.141 -0.423 0.0 0.1 0.0 0.203
H -3.766 -1.287 -2.149 -0.1 -0.1 0.0 0.199
H 4.570 0.643 1.960 -0.1 0.0 0.1 0.188
H -4.206 1.320 -1.905 0.0 0.0 0.1 0.211

(3)
114
Properties=species:S:1:pos:R:3:forces:R:3:lowdin_charge:R:1 method="wB97M-V/def2-TZVPD" s_squared=6.060 spin_multiplicity=5 charge=-1 homo_lumo_gap_ha="0.239 / 0.187" e_lumo_ev="2.394 / 0.457"
Rh 0.803 -0.768 -1.408 0.0 0.7 0.6 0.669
Se -1.810 0.003 -1.929 0.4 0.2 0.4 1.111
S 0.611 -2.908 -2.261 1.1 -0.4 0.0 0.714
Si 1.381 -0.202 -3.639 -0.1 0.2 -1.8 0.458
O -0.176 -1.270 0.383 0.9 -0.3 -0.3 -0.238
O 0.879 1.242 -0.784 0.9 -1.1 0.0 -0.242
N 3.496 -5.497 -1.905 -1.1 -0.1 0.0 0.019
N 2.641 -1.894 -0.327 -1.3 0.6 -1.5 -0.017
N 2.375 -4.821 -2.255 0.5 -2.2 -0.8 0.018
N 2.851 -3.095 -0.783 0.7 -0.7 0.9 -0.034
C -3.754 -0.768 0.021 -0.1 0.0 0.2 -0.082
C -1.338 1.823 -1.419 0.1 -0.6 0.0 -0.379
C -5.700 -1.351 1.582 0.0 0.0 0.0 -0.561
C 0.898 4.464 1.738 0.1 0.0 -0.2 -0.045
C -2.394 -0.723 -0.229 0.5 -0.1 -0.4 -0.377
C 4.348 -2.183 2.914 0.1 0.0 0.2 -0.107
C -3.280 -1.810 2.104 -0.1 0.1 -0.2 0.005
C 5.227 -3.818 -1.626 0.0 -0.3 -0.1 -0.038
C -1.923 -1.816 1.875 0.2 0.0 -0.1 -0.085
C -6.603 -0.707 0.528 0.2 -0.1 0.2 -0.070
C 5.279 -5.838 -0.323 -0.4 0.0 -0.3 -0.042
C 3.244 -1.594 0.852 0.7 0.0 1.0 -0.280
C 3.406 -0.242 1.186 -0.2 -0.2 -0.3 -0.031
C 0.428 -1.141 -5.045 0.4 0.2 0.7 -0.263
C -3.194 5.168 -1.355 -0.1 0.1 0.0 -0.560
C -1.632 -2.935 4.127 0.1 0.1 -0.3 -0.072
C 3.262 -0.461 -4.068 -0.9 0.0 0.5 -0.207
C -3.699 5.585 0.033 0.0 0.0 -0.2 -0.047
C -2.330 2.768 -1.601 0.0 0.2 0.0 -0.084
C 1.332 3.983 0.343 0.2 0.1 0.1 -0.532
C 6.987 -4.174 -0.023 0.0 -0.1 0.1 -0.105
C 0.995 1.645 -4.110 0.2 -0.9 0.6 -0.210
C -0.933 -2.409 2.868 0.1 -0.1 0.2 -0.530
C 0.074 -1.331 3.292 0.0 0.0 -0.1 -0.034
C -0.932 4.362 -0.573 -0.1 -0.1 -0.1 -0.007
C 1.951 5.144 -0.452 -0.1 -0.1 0.1 -0.045
C 4.639 -5.041 -1.276 1.1 0.3 0.3 -0.267
C 3.728 -2.568 1.747 -0.2 0.0 -0.4 -0.030
C -2.567 6.378 -2.061 -0.1 -0.1 0.1 -0.052
C 6.383 -3.400 -1.003 0.0 0.1 0.0 -0.082
C 0.098 3.458 -0.393 0.1 -0.2 -0.1 -0.082
C -6.114 -2.818 1.759 0.0 0.2 0.0 -0.047
C -2.142 4.079 -1.198 -0.1 -0.1 0.0 -0.187
C -4.399 4.707 -2.177 0.2 0.1 0.1 -0.068
C 4.024 0.126 2.357 0.1 0.1 0.2 -0.094
C -5.880 -0.563 2.886 -0.1 -0.1 -0.1 -0.050
C 2.126 -3.644 -1.722 -1.6 2.5 0.5 -0.788
C 6.431 -5.400 0.302 0.2 0.1 0.1 -0.108
C -0.192 -3.578 2.204 0.0 0.1 0.0 -0.036
C -4.226 -1.301 1.208 -0.1 0.1 -0.3 -0.195
C -0.060 2.115 -0.865 -1.0 0.5 -0.3 -0.377
C 2.425 2.944 0.560 0.0 0.1 0.0 -0.080
C 4.501 -0.840 3.235 0.0 0.0 0.1 -0.111
C -1.425 -1.262 0.651 -1.3 0.2 -0.1 -0.387
H -0.623 -1.269 -4.798 -0.1 0.0 0.1 0.000
H 0.340 -3.235 1.322 0.1 0.0 -0.1 0.064
H 4.138 1.176 2.593 0.0 0.0 0.0 0.095
H -7.635 -0.705 0.879 -0.1 0.0 0.0 0.079
H -0.786 5.360 -0.191 0.1 0.2 0.0 0.095
H 1.387 2.358 -3.395 0.1 0.2 0.3 0.007
H -4.144 4.731 0.538 0.0 -0.1 0.1 0.088
H -5.106 5.529 -2.280 -0.1 0.1 0.0 0.079
H 3.596 -3.614 1.508 0.0 0.0 0.0 0.100
H 2.041 2.129 1.164 0.1 -0.1 0.0 0.073
H 2.788 2.556 -0.388 0.0 -0.1 0.0 0.085
H 2.271 4.789 -1.431 0.0 0.0 -0.1 0.086
H -4.451 6.368 -0.053 -0.1 0.1 0.0 0.077
H -6.562 -1.249 -0.413 0.0 -0.1 -0.2 0.082
H -0.078 1.799 -4.184 -0.2 0.0 0.0 0.015
H 1.245 5.957 -0.597 -0.1 0.1 -0.1 0.069
H -1.759 6.800 -1.470 0.1 0.1 0.0 0.070
H 0.845 -2.129 -5.215 0.1 -0.2 0.0 0.002
H -3.257 2.447 -2.050 -0.1 0.0 -0.1 0.084
H 7.885 -3.831 0.472 0.0 0.0 0.0 0.095
H -2.885 5.958 0.649 0.1 0.0 0.1 0.075
H -5.493 -3.308 2.502 0.1 -0.1 0.1 0.072
H 4.843 -6.790 -0.045 -0.1 0.0 0.0 0.104
H 0.487 -0.582 -5.977 0.1 0.2 -0.1 0.015
H 0.412 3.649 2.273 0.0 -0.1 0.1 0.093
H 3.615 -1.446 -3.780 0.0 -0.2 0.1 -0.008
H 1.439 1.862 -5.076 0.1 -0.1 -0.3 0.016
H 2.823 5.538 0.071 0.1 0.0 0.1 0.079
H -0.442 -0.506 3.782 0.0 0.1 0.1 0.086
H -4.094 4.389 -3.170 0.0 -0.1 -0.2 0.086
H 1.768 4.786 2.310 0.1 0.1 0.1 0.079
H -0.899 -4.349 1.900 -0.1 -0.1 0.0 0.087
H -5.991 -3.351 0.817 0.0 -0.1 -0.1 0.087
H -6.918 -0.575 3.211 -0.2 0.0 0.1 0.076
H 4.970 -0.547 4.164 0.1 0.0 0.0 0.089
H 0.813 -1.742 3.980 0.1 -0.1 0.1 0.081
H 6.820 -2.456 -1.291 0.0 0.1 0.0 0.103
H -5.574 0.469 2.727 0.0 0.1 0.0 0.089
H -5.267 -0.972 3.682 0.1 -0.1 0.2 0.072
H 6.891 -6.015 1.065 0.0 -0.1 0.0 0.096
H -3.653 -2.231 3.023 0.0 -0.1 0.2 0.087
H 0.200 5.294 1.683 -0.1 0.1 0.0 0.069
H -2.148 -2.128 4.643 -0.1 0.1 0.1 0.081
H 3.901 0.279 -3.601 0.1 0.2 0.2 0.012
H 4.776 -3.208 -2.391 -0.1 0.0 -0.1 0.101
H 0.532 -4.015 2.891 0.1 0.0 0.1 0.080
H -4.913 3.885 -1.686 -0.1 -0.2 0.0 0.079
H -2.161 6.072 -3.022 0.1 0.0 -0.1 0.089
H 0.600 -0.943 2.425 0.1 0.1 0.0 0.067
H 3.321 -6.495 -1.864 0.1 0.3 -0.2 0.139
H -6.298 0.320 0.348 0.0 0.2 -0.1 0.080
H -7.153 -2.904 2.073 -0.2 0.0 0.0 0.077
H -2.350 -3.713 3.876 -0.1 -0.1 0.0 0.078
H -0.897 -3.359 4.809 0.1 0.0 0.0 0.080
H 4.712 -2.946 3.590 0.0 0.0 0.1 0.094
H 3.263 3.403 1.086 0.1 0.1 0.1 0.085
H 3.042 0.486 0.481 -0.1 0.1 -0.1 0.071
H -3.307 7.160 -2.225 -0.1 0.1 0.0 0.077
H -4.421 -0.390 -0.742 -0.1 0.1 0.1 0.088
H 3.376 -0.367 -5.144 -0.1 0.0 -0.3 0.016

(4)
45
Properties=species:S:1:pos:R:3:forces:R:3:nbo_charge:R:1 method="wB97M-V/def2-TZVPD" s_squared=2.008 spin_multiplicity=3 charge=+1 homo_lumo_gap_ha="0.280 / 0.268" e_lumo_ev="-4.187 / -5.154"
Au 0.889 0.847 -0.938 -1.5 1.3 0.3 1.002
O 0.948 -0.120 2.142 -0.3 0.1 0.5 -0.563
O -1.380 2.654 -1.082 0.1 0.7 0.2 -1.005
O -1.909 0.295 -1.928 1.0 0.7 -0.1 -0.525
O 2.533 -1.824 -0.600 -0.5 0.8 -0.1 -0.525
O -1.383 0.932 1.389 0.3 0.1 0.6 -0.504
O -0.560 -2.656 0.841 -0.2 0.5 -0.4 -0.942
O -0.199 3.502 1.099 -0.3 0.3 0.9 -0.942
N -0.630 -0.164 -1.874 -1.4 -2.9 -2.3 -0.175
N 1.364 -1.220 -1.090 1.5 -2.7 -1.2 -0.211
C -0.305 -1.211 -2.639 -2.4 2.7 0.8 0.196
C -0.799 1.540 2.473 -1.5 -1.8 0.2 0.058
C 1.593 -2.963 -2.818 -0.2 -0.6 -0.3 -0.692
C 1.385 -1.311 2.807 0.0 0.0 0.3 -0.250
C -1.126 -1.690 -3.781 -0.3 -0.3 -0.1 -0.686
C 0.363 0.807 3.055 0.9 0.0 -0.2 -0.129
C 0.897 -1.823 -2.188 2.5 1.0 2.5 0.255
C -2.724 0.484 1.585 -0.3 0.1 0.1 -0.258
C 2.010 2.350 -0.317 2.0 -0.4 0.2 -1.015
H -0.238 4.350 1.574 -0.1 -0.4 -0.1 0.499
H 2.756 -1.315 0.204 -0.2 -0.2 -0.4 0.497
H -1.611 3.379 -1.690 0.2 -0.4 0.5 0.505
H 2.557 2.001 0.564 0.3 0.5 -0.1 0.215
H 0.873 -3.612 -3.327 0.1 0.1 0.1 0.249
H -0.974 3.043 -0.233 -0.5 -0.2 -0.7 0.536
H 2.298 -2.612 -3.587 -0.1 0.1 0.3 0.270
H -0.511 -1.715 -4.693 -0.1 0.0 0.3 0.253
H 1.973 -1.068 3.708 -0.1 0.0 -0.3 0.181
H 1.379 3.192 -0.053 0.0 -0.2 -0.2 0.252
H -1.488 -2.711 -3.594 0.0 0.2 -0.1 0.253
H -3.346 1.297 1.989 0.1 -0.2 -0.2 0.193
H -1.507 1.914 3.236 0.2 0.1 -0.4 0.192
H 2.152 -3.551 -2.083 -0.2 0.2 -0.2 0.276
H -0.030 0.317 3.968 0.4 -0.1 -0.2 0.208
H -1.801 1.240 -1.524 -0.4 -0.7 -0.3 0.518
H 0.525 -1.936 3.096 0.3 0.2 -0.2 0.200
H -2.730 -0.356 2.295 0.0 0.2 -0.2 0.186
H -1.987 -1.031 -3.950 0.3 -0.2 0.1 0.267
H 2.019 -1.873 2.110 -0.3 0.1 0.2 0.181
H -0.363 2.700 1.822 0.4 1.7 -1.0 0.406
H -0.126 -1.928 0.351 -0.5 -0.4 0.5 0.470
H -1.500 -2.415 0.906 0.6 -0.1 -0.1 0.473
H 2.680 2.548 -1.164 0.2 0.3 0.5 0.218
H 1.132 1.548 3.333 -0.1 -0.3 0.4 0.204
H -3.099 0.163 0.608 0.0 0.1 0.2 0.211

(5)
48
Properties=species:S:1:pos:R:3:forces:R:3:nbo_charge:R:1 method="wB97M-V/def2-TZVPD" smiles="C=CCn1c(SCC(=O)N2CCCCCC2)nc2ccccc2c1=O" homo_lumo_gap_ha=0.321 e_lumo_ev=0.509
S -0.402 -1.382 0.985 -0.3 -0.3 0.2 0.240
O 4.344 -0.941 -0.304 0.1 0.0 -0.1 -0.606
O -1.421 1.556 -0.659 0.1 0.3 0.0 -0.621
N 2.155 -1.042 0.296 0.3 0.0 0.0 -0.439
N 1.117 0.676 1.518 -0.3 -0.2 0.0 -0.533
N -2.645 -0.287 -1.079 -0.1 -0.1 -0.4 -0.451
C -4.245 0.946 -2.517 0.1 -0.3 -0.1 -0.403
C -4.665 -1.268 0.022 0.1 0.1 0.0 -0.410
C 4.638 2.870 1.555 0.2 -0.1 -0.1 -0.234
C -5.373 0.009 -0.434 -0.1 -0.3 0.0 -0.401
C -2.928 0.176 -2.423 0.0 0.5 -0.3 -0.215
C -3.308 -1.502 -0.668 -0.3 -0.2 0.3 -0.217
C 2.003 -2.292 -0.435 0.1 -0.4 -0.2 -0.275
C 1.311 -2.055 -1.744 0.1 0.0 0.0 -0.186
C 3.406 -0.408 0.254 0.1 -0.1 0.0 0.672
C 2.276 1.399 1.511 0.7 -0.1 -0.3 0.263
C -1.597 -0.015 1.119 0.4 0.0 -0.1 -0.621
C 1.101 -0.459 0.927 -0.5 0.6 0.5 0.335
C 0.217 -2.681 -2.131 0.0 0.0 -0.1 -0.375
C 3.479 3.376 2.144 -0.1 0.0 0.0 -0.173
C -5.444 0.182 -1.954 0.1 0.3 0.1 -0.407
C 4.622 1.638 0.943 0.0 0.0 0.0 -0.135
C 2.308 2.655 2.126 0.1 0.0 0.0 -0.238
C 3.443 0.890 0.914 -0.2 0.4 0.2 -0.235
C -1.893 0.501 -0.281 0.2 -0.1 0.4 0.672
H -6.385 -0.011 -0.022 0.0 0.1 0.1 0.213
H -6.345 0.747 -2.201 0.0 -0.1 0.0 0.214
H 3.021 -2.655 -0.616 -0.3 0.0 0.1 0.267
H 1.457 -3.012 0.180 0.1 0.0 -0.1 0.213
H 5.549 3.450 1.581 0.1 0.0 0.0 0.216
H -2.107 0.832 -2.722 -0.1 -0.2 0.0 0.241
H -2.654 -2.084 -0.015 -0.1 -0.1 -0.1 0.211
H -4.138 1.888 -1.976 0.0 0.1 0.0 0.209
H -0.258 -3.424 -1.512 -0.1 -0.1 0.2 0.191
H 1.777 -1.305 -2.369 0.0 0.1 -0.1 0.210
H -5.529 -0.794 -2.438 -0.1 -0.1 -0.1 0.191
H -1.102 0.769 1.693 -0.2 0.0 -0.1 0.294
H 1.402 3.033 2.574 -0.1 0.0 0.0 0.226
H -0.241 -2.483 -3.084 -0.1 0.1 -0.2 0.202
H 3.503 4.346 2.618 0.0 0.1 0.0 0.215
H -4.868 0.877 -0.005 -0.1 0.1 0.0 0.200
H -4.424 1.183 -3.568 0.0 0.1 0.0 0.210
H -4.534 -1.215 1.105 0.0 -0.1 0.0 0.200
H 5.502 1.223 0.476 0.1 0.0 0.0 0.234
H -5.300 -2.131 -0.183 0.0 -0.1 0.1 0.207
H -2.949 -0.693 -3.087 0.0 0.0 0.0 0.185
H -2.471 -0.394 1.640 0.0 -0.1 0.0 0.237
H -3.465 -2.093 -1.574 0.1 0.0 0.1 0.206

(6)
53
Properties=species:S:1:pos:R:3:forces:R:3:nbo_charge:R:1 method="wB97M-V/def2-TZVPD" smiles="O=C(NCCCN1CCOCC1)[C@H](C(=O)c1ccccc1)n1ccccc1=O" homo_lumo_gap_ha=0.236 e_lumo_ev=-0.361
O -2.175 0.468 -1.278 5.5 4.6 -3.1 -0.735
O -0.584 1.686 2.287 -0.9 -0.7 -1.0 -0.682
O 2.002 -3.580 1.143 -1.4 2.6 2.5 -0.572
O 0.507 0.098 -1.239 -1.8 -1.2 -1.2 -0.513
N 0.665 2.143 -0.078 5.9 -5.0 -2.3 -0.408
N -0.692 -3.097 1.612 -6.4 -0.2 16.8 -0.503
N -2.288 0.589 1.252 -5.1 -1.7 -5.1 -0.635
C 1.173 0.879 -0.649 8.7 2.3 3.1 0.675
C 0.343 2.609 -5.348 -3.8 -1.0 7.6 -0.152
C -1.019 1.329 -1.461 -5.9 -3.9 3.6 0.647
C -0.554 1.999 -2.669 -8.5 -16.2 -1.3 -0.127
C -2.584 -1.577 2.050 0.8 2.0 5.0 -0.396
C 1.241 -2.421 0.518 -1.3 -13.3 -6.3 -0.100
C 2.811 2.768 0.816 -5.2 5.2 2.7 -0.301
C 1.590 -3.585 2.596 -4.6 2.8 -4.5 -0.101
C -0.428 1.248 -5.003 2.5 1.9 -5.2 -0.219
C -0.037 3.056 -2.919 3.2 7.3 1.6 -0.202
C -3.070 -0.130 2.193 3.3 3.9 5.5 -0.249
C -0.584 1.917 -0.166 -9.1 -2.2 1.8 -0.227
C -1.247 1.294 1.302 4.7 3.0 0.1 0.684
C -0.922 0.917 -3.786 1.3 2.1 0.4 -0.195
C -0.380 -2.919 0.482 9.2 0.3 -15.4 -0.157
C -0.157 -4.095 2.461 6.2 -0.1 1.5 -0.234
C 0.310 3.445 -4.130 3.9 0.3 -8.2 -0.218
C 1.315 2.953 0.705 8.5 -1.8 -0.2 0.120
C 3.355 1.635 0.195 7.0 7.3 6.2 -0.233
C 2.739 0.750 -0.368 -7.2 -8.6 -6.6 -0.285
C -0.926 -1.783 2.376 -9.3 -13.1 5.6 -0.146
H 0.982 4.294 -4.211 -0.6 0.5 0.0 0.207
H -0.219 -4.015 -0.057 -0.8 2.7 0.5 0.190
H -0.313 -3.897 3.626 -1.0 -1.4 -2.8 0.229
H 0.815 3.760 1.032 -1.6 2.6 1.5 0.210
H 2.211 -4.154 3.086 3.0 -3.9 2.4 0.159
H -4.096 0.354 2.379 1.0 -1.7 -1.1 0.243
H -2.918 -1.854 1.159 -0.5 -1.7 -4.3 0.197
H -2.710 0.360 0.243 2.3 1.2 1.6 0.471
H -0.404 0.641 -6.021 -0.7 0.6 2.7 0.219
H 1.387 -1.593 0.828 1.9 10.4 5.2 0.122
H 0.704 3.050 -6.245 0.2 -0.5 -0.8 0.226
H 1.732 -2.586 3.109 -0.6 -0.5 -1.0 0.152
H 1.748 -2.453 -0.456 -0.7 0.2 -0.3 0.174
H 0.185 3.563 -2.035 0.6 2.0 0.9 0.209
H -0.812 -2.086 -0.101 -0.8 -0.8 0.0 0.213
H 0.116 -5.169 1.903 -1.6 2.7 1.8 0.249
H -0.694 -1.011 2.019 5.4 10.9 -4.9 0.157
H -1.094 2.783 -0.193 -2.2 3.6 0.2 0.232
H -3.201 -2.096 2.743 -0.1 -1.2 0.8 0.202
H 3.242 3.753 1.595 -0.7 -3.8 -2.9 0.249
H 4.446 1.456 0.372 -0.9 0.4 -0.3 0.228
H -2.509 0.472 3.181 -1.6 -2.4 -1.5 0.191
H 3.385 -0.124 -0.744 -1.9 1.0 0.3 0.242
H -0.932 -1.971 3.527 0.6 0.8 -2.4 0.221
H -1.453 -0.073 -3.635 0.8 1.7 0.3 0.275

ΔE to the lowest compared entry with this formula, charge and spin, record by record: 178.6, 3.1, 13.1, 0.0, 32.0, 533.6 kcal per mole
DFT total energy, record by record: -381.939529, -1034.972022, -5281.817379, -1129.866936, -1450.777546, -1279.709375 a.u.